DFT (ωB97M-V with the def2-TZVPD basis set) results for 5 unconnected molecules or ions with the total composition C29H69BClFN2O2 in a non-equilibrium geometry.

Element x y z (Å)
C: 7.254 -1.845 -1.725
C: 7.016 -0.309 -1.940
B: 5.756 -0.176 -2.874
O: 5.867 -0.381 -4.225
C: 4.379 0.197 -2.186
N: 4.353 1.657 -1.946
O: 3.259 -0.180 -2.977
C: 2.166 -0.679 -2.313
F: 1.895 0.014 -1.164
C: 2.253 -2.188 -1.919
N: 2.832 -2.446 -0.624
Cl: 3.252 -3.066 -3.116
H: 6.504 -2.426 -2.250
H: 7.228 -2.103 -0.681
H: 8.220 -2.097 -2.118
H: 6.818 0.138 -0.978
H: 7.893 0.125 -2.390
H: 6.177 -1.272 -4.445
H: 4.374 -0.275 -1.214
H: 4.885 2.154 -2.650
H: 4.793 1.833 -1.051
H: 1.319 -0.560 -2.975
H: 1.287 -2.656 -2.006
H: 2.554 -1.756 0.059
H: 3.834 -2.540 -0.683
C: 3.652 3.964 0.911
C: 3.928 2.827 1.892
C: 2.727 1.907 2.106
C: 1.498 2.590 2.707
C: 1.739 3.278 4.049
C: 2.164 2.320 5.159
H: 2.863 4.627 1.267
H: 4.547 4.571 0.765
H: 3.350 3.566 -0.060
H: 4.268 3.237 2.847
H: 4.758 2.223 1.511
H: 3.029 1.071 2.744
H: 2.442 1.465 1.145
H: 0.709 1.841 2.828
H: 1.107 3.325 1.998
H: 0.814 3.776 4.353
H: 2.487 4.068 3.940
H: 1.409 1.547 5.314
H: 2.297 2.854 6.101
H: 3.109 1.827 4.926
C: -2.134 -2.982 -2.217
C: -1.902 -3.630 -0.856
C: -1.555 -5.115 -0.949
C: -2.649 -5.995 -1.559
C: -3.997 -5.942 -0.840
C: -3.930 -6.430 0.604
H: -2.977 -3.431 -2.740
H: -2.349 -1.918 -2.102
H: -1.248 -3.081 -2.851
H: -2.779 -3.484 -0.221
H: -1.077 -3.113 -0.356
H: -1.307 -5.484 0.050
H: -0.645 -5.229 -1.545
H: -2.293 -7.030 -1.565
H: -2.795 -5.723 -2.609
H: -4.705 -6.567 -1.390
H: -4.403 -4.927 -0.866
H: -3.567 -7.459 0.649
H: -4.918 -6.403 1.067
H: -3.267 -5.811 1.210
C: 1.386 7.442 3.032
C: 0.229 7.665 4.001
C: 0.463 8.821 4.971
C: 1.664 8.639 5.902
C: 1.625 7.375 6.760
C: 0.439 7.327 7.719
H: 2.306 7.183 3.558
H: 1.157 6.622 2.348
H: 1.573 8.336 2.434
H: 0.030 6.743 4.554
H: -0.678 7.874 3.427
H: -0.441 8.973 5.566
H: 0.604 9.743 4.400
H: 1.728 9.512 6.559
H: 2.585 8.639 5.314
H: 2.550 7.324 7.341
H: 1.617 6.486 6.123
H: 0.450 8.185 8.393
H: 0.470 6.422 8.328
H: -0.512 7.329 7.185
C: -8.965 -5.480 -4.461
C: -8.036 -4.935 -5.543
C: -6.638 -5.550 -5.509
C: -5.853 -5.289 -4.222
C: -5.661 -3.815 -3.872
C: -4.856 -3.042 -4.914
H: -8.591 -5.261 -3.460
H: -9.957 -5.034 -4.544
H: -9.074 -6.562 -4.553
H: -7.972 -3.847 -5.460
H: -8.478 -5.138 -6.522
H: -6.068 -5.180 -6.365
H: -6.722 -6.632 -5.649
H: -4.870 -5.763 -4.312
H: -6.350 -5.788 -3.385
H: -5.143 -3.755 -2.912
H: -6.630 -3.330 -3.723
H: -3.867 -3.487 -5.046
H: -4.721 -2.006 -4.602
H: -5.355 -3.032 -5.884

- Structure (SMILES): CCB(O)[C@@H](N)O[C@H](F)[C@H](N)Cl.CCCCCC.CCCCCC.CCCCCC.CCCCCC
- LUMO energy: 0.0178 hartree
- Frontier orbital gap: 9.8 eV
- Total energy: -1991.2784 hartree
- Net charge: 0

Atom charges from the Löwdin analysis, given in e for atoms 1 to 8: -0.079 -0.129 -0.466 0.151 -0.311 0.115 -0.046 -0.402